1.
{
  "formula": "C42H30BrF9LuN6O6",
  "method": "the ωB97M-V functional and the def2-TZVPD basis",
  "molar_mass_g_mol": 1140.59,
  "max_force_ha_per_bohr": 0.026,
  "e_tot_ha": -7107.1433,
  "lumo_energy_ev": 1.99,
  "total_charge": -1,
  "e_homo_ev": -4.90,
  "elements": ["Lu", "C", "C", "N", "N", "C", "O", "C", "C", "C", "C", "C", "C", "C", "C", "C", "C", "C", "N", "H", "H", "H", "H", "H", "H", "H", "H", "H", "H", "H", "H", "C", "O", "C", "C", "C", "C", "C", "C", "O", "C", "O", "C", "H", "H", "H", "H", "H", "H", "H", "H", "H", "Br", "C", "C", "C", "C", "C", "C", "N", "N", "C", "C", "C", "C", "O", "C", "N", "C", "C", "C", "C", "H", "H", "H", "H", "H", "H", "H", "H", "H", "F", "C", "F", "F", "C", "O", "C", "F", "F", "F", "C", "F", "F", "F"],
  "coordinates": [[0.373674, 1.071059, 0.548585], [-4.307961, 2.064888, 0.949683], [-2.856372, 2.130753, 0.588657], [-2.071728, 1.116491, 0.581903], [-2.594842, -0.098088, 0.910299], [-1.709823, -1.070850, 0.729411], [-0.510717, -0.938827, 0.350219], [-2.273082, -2.436107, 0.935262], [-3.202846, -2.687753, 1.938928], [-3.735439, -3.959072, 2.086237], [-3.356787, -4.976803, 1.220359], [-2.430056, -4.728788, 0.217489], [-1.880072, -3.463153, 0.083887], [-2.240517, 3.402314, 0.183589], [-2.989934, 4.548635, -0.072309], [-2.338672, 5.688523, -0.511281], [-0.967164, 5.649633, -0.697402], [-0.298898, 4.472073, -0.395781], [-0.909640, 3.389120, 0.053703], [-4.527029, 1.077784, 1.345740], [-4.932324, 2.243306, 0.071101], [-4.539354, 2.823474, 1.699892], [-3.494209, -1.879284, 2.595385], [-4.447646, -4.159024, 2.877352], [-3.785386, -5.966418, 1.324711], [-2.136807, -5.522467, -0.458568], [-1.148466, -3.249732, -0.686614], [-4.063022, 4.532652, 0.055390], [-2.893399, 6.599245, -0.699323], [-0.422265, 6.510322, -1.059506], [0.777382, 4.393017, -0.496579], [3.236063, -1.062415, 6.633618], [4.095939, -1.603358, 5.647857], [3.798396, -1.306626, 4.354894], [4.836402, -1.538120, 3.425017], [4.635671, -1.189692, 2.123722], [3.439644, -0.582907, 1.680180], [3.338010, -0.055672, 0.354754], [4.355973, -0.458892, -0.692118], [2.468421, 0.757387, -0.003255], [2.345542, -0.425746, 2.603266], [1.202396, 0.026641, 2.266646], [2.581934, -0.830770, 3.949271], [3.762410, -1.154987, 7.581541], [2.289725, -1.606497, 6.693568], [3.025376, -0.008792, 6.436576], [5.768913, -1.957693, 3.777564], [5.434368, -1.348698, 1.409978], [5.307739, 0.046043, -0.516748], [3.970176, -0.154367, -1.662599], [4.528316, -1.534469, -0.689130], [1.760111, -0.731299, 4.640058], [-2.671947, -5.881398, -3.217352], [-2.091732, -4.494571, -4.384919], [-1.316932, -4.813364, -5.487771], [-0.870950, -3.801210, -6.318231], [-1.161183, -2.462626, -6.038161], [-1.979804, -2.174387, -4.938562], [-2.447046, -3.183398, -4.116739], [-0.771118, -1.479147, -6.951049], [-0.379815, -0.329593, -6.639347], [-0.031594, 0.075058, -5.363497], [-0.292365, 1.424492, -5.103150], [-0.209881, 1.975161, -3.842561], [0.175823, 1.203484, -2.728745], [0.217279, 1.673811, -1.550889], [0.576042, -0.174904, -2.993862], [1.045958, -0.854373, -1.934314], [1.517351, -2.062812, -2.117684], [1.649482, -2.638243, -3.389155], [1.172246, -1.955886, -4.478310], [0.531595, -0.712973, -4.301586], [-1.072144, -5.845142, -5.700392], [-0.264806, -4.028952, -7.186552], [-2.235384, -1.142299, -4.733305], [-3.076383, -2.944404, -3.269894], [-0.641817, 2.018743, -5.939089], [-0.471365, 3.011092, -3.664938], [1.845674, -2.600928, -1.232122], [2.131653, -3.599663, -3.510753], [1.319154, -2.357885, -5.469102], [-1.530827, 3.729626, 2.872480], [-0.666075, 2.887265, 3.468202], [-0.934758, 1.648575, 2.987252], [-0.984461, 2.891929, 4.773686], [0.830809, 3.256570, 3.123124], [1.194932, 2.803222, 1.940025], [0.940793, 4.827704, 3.188935], [0.251166, 5.379610, 4.215606], [2.224531, 5.216700, 3.305790], [0.471106, 5.386134, 2.064095], [1.722978, 2.701385, 4.311408], [1.794963, 3.544612, 5.372954], [1.248315, 1.540681, 4.796415], [2.972373, 2.486355, 3.897014]],
  "forces_ev_per_a": [[0.0, 1.3, 0.2], [0.1, 0.0, 0.0], [-0.1, -0.3, 0.0], [0.1, 0.0, 0.2], [-0.3, -0.4, 0.0], [-0.6, 0.3, 0.0], [-0.2, -0.2, 0.1], [0.1, -0.1, 0.0], [0.0, 0.0, 0.0], [0.0, 0.0, 0.0], [0.0, -0.1, 0.0], [0.0, -0.1, 0.1], [0.1, 0.0, 0.0], [0.2, 0.3, -0.1], [0.0, -0.2, 0.0], [0.1, 0.0, 0.0], [-0.1, 0.0, -0.1], [0.1, -0.1, 0.0], [-0.2, 0.0, 0.1], [0.0, 0.0, 0.0], [0.0, 0.0, 0.0], [0.0, 0.0, 0.0], [0.0, 0.0, 0.0], [0.0, 0.0, 0.0], [0.0, 0.0, 0.0], [0.0, 0.1, 0.1], [0.0, 0.0, 0.0], [0.0, 0.0, 0.0], [0.0, 0.0, 0.0], [0.0, 0.0, 0.0], [0.0, 0.0, 0.0], [0.0, 0.0, 0.1], [0.1, 0.0, 0.0], [-0.1, -0.1, -0.2], [0.2, 0.0, 0.1], [0.0, 0.0, -0.1], [-0.4, 0.1, 0.1], [0.4, 0.0, -0.1], [-0.1, 0.1, -0.1], [0.5, -0.1, -0.2], [0.2, -0.1, -0.1], [0.3, -0.4, 0.3], [-0.1, -0.1, 0.1], [0.0, 0.0, 0.0], [0.0, 0.0, 0.0], [0.0, 0.0, 0.0], [0.0, 0.0, 0.0], [0.0, 0.0, 0.0], [0.0, 0.0, 0.0], [0.0, 0.0, 0.0], [0.0, 0.0, 0.0], [0.0, 0.1, 0.0], [0.0, 0.0, -0.2], [0.0, -0.1, 0.0], [0.0, -0.1, 0.1], [0.1, 0.4, -0.1], [-0.4, -0.6, 0.8], [0.0, 0.0, -0.2], [0.0, 0.1, 0.0], [0.2, 0.4, -0.8], [0.0, -0.2, -0.5], [0.1, 0.5, 0.8], [0.0, -0.6, -0.3], [0.0, 0.1, 0.5], [-0.1, 0.0, -0.4], [0.1, -0.1, -0.3], [0.0, 0.1, -0.2], [0.1, -0.2, 0.0], [0.0, 0.1, 0.1], [-0.1, 0.0, -0.2], [0.1, -0.1, 0.2], [0.1, 0.2, 0.0], [0.0, 0.0, 0.0], [0.0, 0.0, 0.0], [0.0, -0.1, 0.1], [0.0, 0.0, 0.0], [0.0, 0.0, 0.0], [0.0, 0.0, 0.0], [0.0, 0.0, 0.0], [0.0, 0.0, 0.0], [-0.1, 0.0, -0.1], [0.1, -0.1, 0.0], [-0.1, -0.2, -0.1], [0.0, 0.4, 0.4], [0.1, 0.0, -0.1], [-0.2, 0.2, 0.4], [-0.3, -0.3, -0.3], [0.0, 0.1, -0.1], [0.2, -0.1, -0.2], [-0.2, -0.1, 0.0], [0.1, 0.0, 0.2], [0.1, 0.0, 0.0], [-0.1, -0.1, -0.2], [0.0, 0.2, -0.1], [-0.2, 0.0, 0.0]]
}



2.
{
  "formula": "C7H10N3O",
  "method": "the ωB97M-V functional and the def2-TZVPD basis",
  "molar_mass_g_mol": 152.18,
  "max_force_ha_per_bohr": 0.104,
  "e_tot_ha": -511.8067,
  "lumo_energy_ev": -5.07,
  "total_charge": 1,
  "e_homo_ev": -13.04,
  "elements": ["C", "C", "C", "O", "C", "N", "C", "N", "N", "C", "C", "H", "H", "H", "H", "H", "H", "H", "H", "H", "H"],
  "coordinates": [[-1.795360, 1.518366, -1.414784], [-2.595805, 0.434812, -1.221677], [-4.051434, 0.769855, -1.540712], [-4.821117, 0.675382, -0.694680], [-2.272254, -0.782810, -0.563126], [-1.126800, -1.279574, -0.261908], [-0.019217, -0.616712, 0.035427], [0.085327, 0.672577, 0.436865], [1.463960, 0.899200, 0.389229], [2.163133, -0.358522, 0.927153], [1.309339, -1.310590, -0.045266], [-1.948698, 2.467488, -2.080623], [-0.728172, 1.694620, -0.746814], [-4.301679, 1.410992, -2.415844], [-2.997751, -1.591012, -0.655041], [1.717195, 1.850132, 0.862576], [1.961985, 0.937641, -0.574064], [2.111312, -0.332343, 2.003062], [3.173858, -0.257667, 0.599959], [1.627383, -1.043410, -1.024718], [1.486858, -2.396571, 0.148760]],
  "forces_ev_per_a": [[3.0, 2.1, 0.9], [0.2, 2.7, -1.0], [3.0, 1.5, -2.9], [-3.7, -1.3, 3.7], [-0.2, -1.1, -1.2], [0.5, -0.4, 1.2], [0.0, 1.2, 1.0], [-0.5, -2.5, -1.2], [3.8, 2.1, 0.8], [-1.0, 0.5, -2.0], [1.2, 0.3, 2.6], [-0.6, -2.2, 1.1], [-3.6, -0.8, -2.2], [0.5, -0.6, -0.4], [-0.6, 0.5, 0.5], [-0.6, -2.2, -0.7], [-1.7, 0.5, 1.2], [-0.5, -0.7, 0.2], [0.9, -0.3, 0.0], [0.9, -0.2, -1.2], [-0.9, 1.0, -0.2]]
}



3.
{
  "formula": "C2H2BrCl3",
  "method": "the ωB97M-V functional and the def2-TZVPD basis",
  "molar_mass_g_mol": 212.30,
  "max_force_ha_per_bohr": 0.061,
  "s2": 2.01,
  "e_tot_ha": -4031.8507,
  "lumo_energy_ev": [0.65, -4.24],
  "e_homo_ev": [-8.51, -11.14],
  "spin_multiplicity": 3,
  "elements": ["C", "C", "Cl", "Cl", "Cl", "Br", "H", "H"],
  "coordinates": [[-1.020690, 0.386251, -0.344278], [-0.146368, -0.268953, 0.561690], [-2.440996, -0.757765, -0.718798], [-1.557721, 1.730323, 0.664686], [4.618849, -0.792923, -0.460220], [1.677734, -0.268344, 0.242586], [-0.527510, 0.809524, -1.364536], [-0.603296, -0.838113, 1.418868]],
  "forces_ev_per_a": [[-0.1, 0.7, -2.7], [0.7, -2.3, 1.2], [0.8, 0.9, -0.1], [-0.9, 1.1, -0.2], [0.2, -0.1, 0.0], [-0.2, 0.0, 0.2], [-1.4, -1.2, 2.5], [1.0, 0.7, -1.0]]
}



4.
{
  "formula": "C7H10F21O26S7Zn2",
  "method": "the ωB97M-V functional and the def2-TZVPD basis",
  "molar_mass_g_mol": 1264.34,
  "max_force_ha_per_bohr": 0.099,
  "e_tot_ha": -10672.4042,
  "lumo_energy_ev": 4.17,
  "total_charge": -3,
  "e_homo_ev": -2.57,
  "elements": ["Zn", "Zn", "C", "F", "F", "F", "S", "O", "O", "O", "C", "F", "F", "F", "S", "O", "O", "O", "C", "F", "F", "F", "S", "O", "O", "O", "C", "F", "F", "F", "S", "O", "O", "O", "C", "F", "F", "F", "S", "O", "O", "O", "C", "F", "F", "F", "S", "O", "O", "O", "C", "F", "F", "F", "S", "O", "O", "O", "O", "H", "H", "O", "H", "H", "O", "H", "H", "O", "H", "H", "O", "H", "H"],
  "coordinates": [[-0.348327, 0.603518, 3.374183], [2.138442, -1.769976, -0.347906], [0.030733, -4.635847, -3.477837], [0.162452, -5.674266, -4.236698], [-0.333502, -3.622776, -4.288315], [-0.844686, -4.882575, -2.586967], [1.779023, -4.298024, -2.734113], [2.258834, -5.552256, -2.148056], [2.545045, -3.927307, -3.940042], [1.633306, -3.121798, -1.802727], [-0.169096, -4.632906, 1.837359], [-0.596648, -5.327680, 2.914691], [-0.004699, -5.549903, 0.933308], [-1.034270, -3.718097, 1.521758], [1.450894, -3.717391, 2.281116], [1.257525, -2.685647, 3.334369], [2.237092, -4.889991, 2.777635], [1.909684, -3.071685, 1.059968], [2.092409, 0.134693, -4.351489], [1.559677, -1.113309, -4.288484], [2.842252, 0.224201, -5.478472], [1.215698, 1.121596, -4.453430], [3.342908, 0.300747, -2.884703], [2.684427, -0.340832, -1.699657], [4.514209, -0.376614, -3.389094], [3.583491, 1.745254, -2.641535], [0.030634, 4.848301, 3.705389], [0.144928, 6.176668, 3.302812], [0.926705, 4.493022, 4.566543], [-1.155139, 4.747122, 4.322041], [0.077175, 3.750370, 1.977423], [-0.452531, 2.461283, 2.480267], [-0.731602, 4.373757, 0.932888], [1.521076, 3.705317, 1.651353], [-0.777596, 1.293875, -0.827690], [-1.773164, 2.093237, -0.540616], [-0.969491, 0.995053, -2.126397], [0.399932, 1.835767, -0.682705], [-0.904215, -0.326092, 0.169011], [0.245123, -1.117252, -0.347704], [-0.811678, -0.045216, 1.590321], [-2.224587, -0.916703, -0.181207], [4.302471, -0.223047, 3.224006], [3.855753, -1.157640, 4.060415], [4.778168, 0.862149, 3.949452], [5.319168, -0.718074, 2.404506], [2.810434, 0.442020, 2.130847], [1.666667, 0.524412, 3.049215], [3.279322, 1.773486, 1.652409], [2.461353, -0.475446, 1.058431], [-5.047406, 1.524855, 0.643448], [-4.632345, 0.665330, -0.265109], [-3.965669, 2.062805, 1.188627], [-5.864797, 2.519430, 0.127845], [-5.942302, 0.613374, 2.067827], [-6.344532, 1.691541, 2.979995], [-7.058012, -0.145513, 1.476438], [-4.891658, -0.299739, 2.620650], [-2.643991, -2.523044, -2.419489], [-2.579392, -1.862947, -1.729316], [-2.672553, -3.357554, -1.951509], [-2.409942, 0.843738, 3.646425], [-2.951302, 0.120792, 3.329379], [-3.038179, 1.495555, 3.957366], [2.957536, 3.341499, -0.657892], [2.052793, 3.355278, -0.970097], [3.412796, 2.760226, -1.267080], [-2.125962, 1.688899, -4.731457], [-1.760781, 0.840838, -4.479148], [-3.073918, 1.557821, -4.710467], [0.598038, 4.087693, -1.838427], [-0.063612, 4.227632, -1.161021], [0.119413, 4.173992, -2.662864]],
  "forces_ev_per_a": [[0.5, 1.1, -2.0], [-0.3, 0.0, -1.7], [3.1, 2.4, -0.4], [0.2, -2.1, -1.4], [-0.2, 0.0, 0.7], [-2.1, -0.2, 1.9], [2.3, 1.1, -1.2], [-1.3, 1.1, 0.1], [-1.3, -0.4, 1.3], [-0.3, -1.9, -0.9], [1.8, 0.5, 2.0], [-0.2, 0.6, 0.4], [0.2, -0.2, -1.6], [-1.4, 0.5, -0.7], [1.8, -1.3, 3.6], [-0.8, -1.5, -1.5], [-1.2, 2.2, -1.5], [0.0, -1.5, -0.1], [1.8, -0.8, 0.5], [-0.1, 1.8, -0.3], [-0.3, -0.3, 0.2], [-0.7, -0.6, 0.5], [0.7, 1.5, 1.4], [0.5, 0.5, -1.6], [-0.7, -0.3, 0.1], [-0.9, -2.4, -1.3], [-1.8, 0.4, -3.7], [0.4, -1.4, 1.0], [1.3, 0.1, 0.5], [-0.3, 0.0, 0.1], [3.7, 0.7, -0.5], [-0.5, 0.5, 0.5], [-0.1, -0.4, 1.7], [-3.2, 0.5, 1.4], [-0.4, -1.4, -0.6], [-0.2, 0.7, 1.0], [0.5, -0.6, 0.1], [0.0, -0.2, 0.6], [-1.0, -2.8, -2.4], [-2.4, 1.5, 0.6], [0.0, 0.0, 0.2], [2.5, 1.5, 0.6], [-0.3, 0.8, -1.0], [0.9, 0.4, -0.4], [-0.5, -2.0, -1.1], [-1.8, 0.9, 1.8], [1.1, 4.4, -2.3], [-0.4, -0.2, 1.8], [-0.5, -4.1, 1.8], [1.3, 0.3, 1.4], [-1.2, -0.5, 1.6], [-0.6, 0.4, -0.7], [0.2, 0.8, -0.1], [1.3, -1.3, 0.1], [-0.5, -1.5, 0.7], [0.6, -0.6, -0.8], [1.2, 1.1, 0.2], [-0.7, 1.6, -0.7], [-0.3, -0.3, -0.8], [0.1, 0.4, 0.5], [0.1, -0.1, 0.1], [1.2, -0.3, 0.7], [-0.9, -0.6, -0.7], [0.0, 0.5, 0.1], [0.5, 0.6, 0.6], [0.0, 0.1, -0.2], [-0.1, -0.2, -0.2], [0.0, 0.3, -0.3], [0.2, -0.3, 0.2], [-0.2, -0.1, 0.1], [-0.2, 0.5, -0.5], [-0.2, 0.1, 0.6], [0.0, -0.1, -0.3]]
}



5.
{
  "formula": "C4H5FOS2",
  "method": "the ωB97M-V functional and the def2-TZVPD basis",
  "molar_mass_g_mol": 152.22,
  "max_force_ha_per_bohr": 0.066,
  "e_tot_ha": -1126.8685,
  "lumo_energy_ev": 0.38,
  "e_homo_ev": -8.64,
  "elements": ["F", "C", "C", "C", "O", "C", "S", "S", "H", "H", "H", "H", "H"],
  "coordinates": [[1.979723, -0.122873, 0.334434], [1.044543, -1.116138, 0.668115], [-0.395972, -0.605540, 0.316206], [-0.560660, -0.159090, -1.070957], [-0.204649, 1.274349, -1.071772], [-0.478363, 1.926621, 0.007939], [-0.392334, 3.520491, 0.180248], [-0.817225, 0.848674, 1.343073], [1.178816, -1.242646, 1.819939], [1.287167, -2.041830, 0.147966], [-1.118991, -1.490394, 0.504665], [-1.587349, -0.173569, -1.375705], [0.065295, -0.618054, -1.804152]],
  "forces_ev_per_a": [[-0.4, -0.6, -0.2], [-0.3, 1.0, 2.0], [0.3, -2.6, 2.2], [0.0, 2.3, -0.2], [0.2, -1.1, -2.2], [0.2, 0.1, 1.3], [-0.1, 0.8, 0.0], [-0.3, -0.7, -0.1], [-0.5, -0.1, -2.0], [0.1, 0.0, -0.1], [1.1, 1.4, 0.0], [-0.6, -0.3, -0.3], [0.5, -0.3, -0.4]]
}



6.
{
  "formula": "C3H14N2O2",
  "method": "the ωB97M-V functional and the def2-TZVPD basis",
  "molar_mass_g_mol": 110.16,
  "max_force_ha_per_bohr": 0.058,
  "e_tot_ha": -382.6369,
  "lumo_energy_ev": 0.93,
  "e_homo_ev": -8.76,
  "elements": ["N", "C", "C", "C", "N", "H", "H", "H", "H", "H", "H", "H", "H", "H", "H", "O", "H", "H", "O", "H", "H"],
  "coordinates": [[-1.270908, -1.692103, -2.844648], [-1.298788, -1.902115, -1.343412], [-0.697917, -0.566054, -0.725333], [-0.651880, 0.656560, -1.652592], [-0.229838, 1.883307, -0.935982], [-1.508154, -2.545494, -3.330357], [-1.948519, -0.978528, -3.076051], [-0.793618, -2.896710, -1.198933], [-2.387837, -2.010135, -1.071355], [-1.423710, -0.267702, 0.044651], [0.209178, -0.784661, -0.167624], [-1.512401, 0.871330, -2.344240], [0.109746, 0.417279, -2.431209], [0.759912, 2.085653, -0.904417], [-0.628895, 2.671594, -1.421587], [4.753363, -1.671052, 3.950047], [4.689368, -0.729985, 4.146253], [5.198511, -2.011839, 4.733375], [-0.277302, 2.865220, 3.757971], [0.118447, 3.511871, 3.160151], [-1.208758, 3.093562, 3.655291]],
  "forces_ev_per_a": [[0.3, -0.4, 0.8], [-0.7, 0.7, -2.0], [-2.3, -0.9, 0.8], [2.4, -0.2, -1.7], [-1.1, 0.1, 0.0], [-0.2, 0.0, 0.0], [-0.1, -0.2, -0.2], [-0.2, 1.3, 0.5], [1.1, 0.0, 0.3], [0.3, -0.1, 0.2], [0.4, 0.4, -0.4], [0.2, -0.3, 1.5], [-0.3, 0.1, 0.4], [0.1, -0.7, -0.1], [-0.1, 0.2, 0.1], [0.1, 0.2, 0.3], [-0.1, 0.0, -0.2], [0.0, -0.2, -0.1], [-0.2, 0.5, -0.3], [0.3, -0.2, 0.1], [-0.1, -0.3, 0.2]]
}